This record from the Open Molecules 2025 dataset describes a 10-piece molecular cluster, C34H66BN2O22S2 overall at a distorted geometry. The level of theory is ωB97M-V/def2-TZVPD.

Properties
relative energy (zero: lowest compared OMol25 entry of this formula, charge and spin): 112.0 kcal per mole
frontier orbital gap: 8.85 eV
charge: -1

Cartesian coordinates (Å):
O (0.245674, 3.103945, 2.290484)
C (0.635445, 1.952549, 2.183516)
O (0.541913, 1.254369, 1.039487)
B (0.989392, -0.144649, 1.245391)
O (1.568929, -0.069629, 2.589409)
C (1.291142, 1.013058, 3.221868)
O (1.471037, 1.191846, 4.420902)
O (1.924717, -0.717607, 0.289453)
C (1.393400, -1.668781, -0.411106)
O (1.905139, -2.277214, -1.323269)
C (-0.004706, -1.917402, 0.242980)
O (-0.148575, -1.062730, 1.189972)
O (-0.801895, -2.827794, -0.008861)
C (-8.056628, -0.931264, 1.480405)
S (-8.475154, 0.839077, 1.806326)
O (-8.785869, 1.471788, 0.462595)
C (-10.156506, 0.450092, 2.400646)
H (-7.125171, -0.928489, 0.914294)
H (-8.908349, -1.441769, 1.030908)
H (-7.793497, -1.381533, 2.437543)
H (-10.348757, -0.285028, 3.182153)
H (-10.851586, 0.080968, 1.646514)
H (-10.571532, 1.318665, 2.911955)
C (-7.842517, 8.082521, 0.313091)
S (-6.829528, 9.476225, 0.979824)
O (-7.699449, 10.543910, 1.585865)
C (-6.192218, 8.485383, 2.319758)
H (-8.481530, 7.708203, 1.112867)
H (-7.246644, 7.289172, -0.138173)
H (-8.463044, 8.399269, -0.525199)
H (-5.568423, 7.770743, 1.782859)
H (-6.875092, 7.758957, 2.760306)
H (-5.697006, 9.166520, 3.011803)
C (-1.373055, -5.925139, 6.221247)
O (-0.319320, -6.528544, 6.199286)
N (-2.591028, -6.468197, 6.377993)
C (-3.777371, -5.706699, 6.699114)
C (-2.971084, -7.891663, 6.135340)
H (-1.479863, -4.836577, 6.347062)
H (-4.443572, -5.691722, 5.836545)
H (-3.596007, -4.682043, 7.023576)
H (-4.427012, -6.174811, 7.438678)
H (-3.273960, -8.287597, 7.104657)
H (-3.709796, -8.161304, 5.380546)
H (-2.045161, -8.447544, 5.987905)
C (1.038577, 13.959592, 2.027724)
O (1.449395, 14.504285, 2.991655)
N (1.495684, 12.824728, 1.638544)
C (1.034582, 12.174780, 0.389803)
C (2.279680, 11.981816, 2.655437)
H (0.330798, 14.460135, 1.348965)
H (0.507871, 11.317191, 0.808406)
H (1.900867, 11.959685, -0.235797)
H (0.481238, 12.759623, -0.344942)
H (2.292833, 12.396939, 3.663203)
H (1.776299, 11.021955, 2.771033)
H (3.274713, 11.701130, 2.310155)
O (-3.632185, 3.323758, -7.580477)
C (-4.387282, 3.511102, -6.698826)
O (-5.594042, 4.101742, -6.666844)
C (-6.244741, 4.615932, -7.796589)
C (-7.536370, 3.890257, -8.113007)
C (-4.014862, 3.176216, -5.294633)
H (-5.669141, 4.594928, -8.721972)
H (-6.399756, 5.673985, -7.585394)
H (-8.286989, 4.126476, -7.358767)
H (-7.266938, 2.838706, -8.211684)
H (-7.734082, 4.183548, -9.144016)
H (-2.935178, 3.318220, -5.247587)
H (-4.196905, 2.121709, -5.087361)
H (-4.658587, 3.687710, -4.579028)
O (-5.740776, 4.770043, 12.020501)
C (-4.633125, 5.240478, 11.887166)
O (-4.112195, 6.012365, 12.818568)
C (-4.749476, 6.329252, 14.062794)
C (-3.770841, 6.308389, 15.182062)
C (-3.940415, 4.987426, 10.628208)
H (-5.418778, 5.485302, 14.229770)
H (-5.273068, 7.246443, 13.793107)
H (-3.098707, 7.110045, 14.875990)
H (-3.204354, 5.390004, 15.336179)
H (-4.126553, 6.585655, 16.174391)
H (-4.307327, 4.101705, 10.109579)
H (-2.944882, 4.842901, 11.047857)
H (-3.967747, 5.778009, 9.878318)
O (6.955485, -11.727870, -3.619229)
C (7.979863, -11.073706, -3.858726)
O (9.071434, -11.391188, -4.513844)
C (9.227345, -12.671033, -5.064835)
C (10.358701, -12.548107, -6.058033)
C (8.072561, -9.660936, -3.315622)
H (8.329600, -12.952470, -5.615239)
H (9.379228, -13.358171, -4.232450)
H (10.966732, -13.451657, -6.102710)
H (11.072788, -11.840535, -5.636708)
H (10.159936, -12.111245, -7.036678)
H (8.505333, -9.172542, -4.188718)
H (8.919790, -9.731309, -2.633465)
H (7.195211, -9.196109, -2.865858)
O (9.856977, -1.954784, -0.595685)
C (8.833900, -1.240858, -0.621293)
O (8.222231, -0.676715, -1.744259)
C (8.675679, -0.870290, -3.113153)
C (9.344141, 0.375592, -3.635653)
C (7.923136, -1.010440, 0.563491)
H (7.774776, -0.985743, -3.715766)
H (9.354100, -1.718706, -3.202762)
H (9.574186, 0.397144, -4.700888)
H (10.388882, 0.572475, -3.395137)
H (8.897759, 1.312619, -3.302759)
H (7.466848, -1.980284, 0.761724)
H (7.199513, -0.223207, 0.351958)
H (8.668408, -0.796456, 1.329573)
O (3.957975, -10.395316, -8.798336)
C (4.104011, -9.721761, -9.861998)
O (3.902640, -8.474250, -10.039227)
C (3.934849, -7.575924, -8.998687)
C (3.719299, -6.278720, -9.735466)
C (4.386004, -10.423008, -11.184368)
H (4.900569, -7.635536, -8.496765)
H (3.232164, -7.545854, -8.165953)
H (4.532914, -6.101083, -10.438714)
H (3.726355, -5.485300, -8.988114)
H (2.773979, -6.220312, -10.274971)
H (3.622058, -10.171196, -11.919936)
H (4.446423, -11.466609, -10.875574)
H (5.333102, -10.134296, -11.640171)

Forces on the atoms, in the same order (eV/Å):
0.78 -1.82 0.33
-0.89 1.69 -1.06
0.18 0.07 0.20
-0.09 0.64 0.55
0.69 -1.93 -0.22
-0.20 0.94 2.46
-0.27 0.25 -2.00
1.16 1.57 0.13
-0.44 -1.56 -1.02
-0.54 0.60 0.80
-1.59 -3.30 -1.34
-0.57 1.00 1.05
1.76 1.90 0.13
0.44 0.76 0.60
-1.62 -0.88 -1.66
0.72 -0.42 1.28
-0.98 -0.05 1.32
-0.33 -0.07 -0.41
0.29 0.12 -0.24
-0.24 -0.02 0.16
1.19 -0.47 0.27
0.49 0.56 -0.72
0.05 0.48 -0.61
-0.40 0.37 -0.28
-0.93 0.19 0.16
0.25 -0.95 -0.59
0.18 -0.82 -0.54
0.05 -0.04 -0.05
0.46 0.03 0.49
-0.07 0.52 0.22
0.99 0.35 0.19
-0.64 0.79 0.43
0.13 -0.45 -0.01
0.42 -0.07 1.48
-0.29 0.16 -0.74
-2.56 -1.75 -0.65
-0.61 0.54 -0.62
2.16 0.00 1.55
0.49 0.23 -0.32
0.02 0.36 -0.36
0.30 -0.09 -0.12
0.57 -0.30 0.50
-0.57 -0.01 0.02
0.05 0.81 -0.17
0.03 0.11 -0.57
-0.93 1.98 -1.38
0.52 2.26 3.40
1.50 -3.85 -0.87
0.98 -0.25 1.06
-0.98 -0.25 -1.18
-0.26 -0.20 -0.23
-0.16 -0.44 -1.22
0.23 -0.84 0.39
-0.67 0.50 0.97
0.06 0.58 -0.57
-0.35 -0.08 -0.25
0.07 0.57 -0.11
0.41 0.03 -2.72
-0.50 0.19 2.73
-0.11 -0.26 -0.13
-0.14 0.73 -1.13
1.13 0.12 -0.13
-0.13 -0.65 0.45
0.72 -0.25 0.32
-0.24 0.05 0.03
-0.27 -0.39 -0.43
-0.44 -0.20 0.46
-0.88 0.26 0.20
-0.19 0.24 0.58
0.06 -0.20 -0.28
0.59 0.34 0.05
-0.60 -0.38 0.63
-3.99 -0.20 0.17
3.03 0.61 -0.45
-1.76 -2.31 -0.79
1.40 1.63 -0.01
1.99 0.00 -0.10
-0.80 0.45 -0.10
-0.10 0.11 1.02
0.78 -0.10 0.55
-0.22 -0.12 -0.55
-0.63 0.08 -0.27
-0.05 -0.02 0.58
0.76 -0.14 -1.16
0.17 0.37 0.49
2.56 -0.04 -1.28
-4.20 0.49 2.39
0.07 0.69 0.02
-0.50 -0.62 -1.10
1.60 0.20 0.80
1.68 -0.70 -0.95
-0.27 -0.12 0.37
0.26 -0.26 -0.29
-0.39 -0.25 -0.48
0.09 0.16 0.22
-0.59 -0.49 0.03
-0.32 0.98 0.21
-0.11 0.39 0.42
0.11 -0.45 -0.35
-2.82 2.46 -0.62
0.93 -1.89 -1.53
1.05 -0.66 0.58
0.47 0.51 0.29
1.66 1.28 -0.11
1.38 -0.06 -0.60
-0.08 -0.48 0.34
-0.27 -0.17 0.18
-1.26 -0.26 -0.47
0.28 -0.73 1.25
-0.66 -0.19 -0.34
-0.19 0.18 0.15
0.13 -0.19 0.34
-0.63 0.22 0.56
0.78 2.87 -2.95
-0.61 -5.22 2.10
-0.51 0.25 -0.67
0.21 2.57 1.00
0.67 1.11 0.61
0.29 -0.17 0.81
0.24 0.12 -0.18
-0.68 -1.35 -0.35
-0.05 0.06 -0.05
-0.01 0.30 -0.16
-0.02 -0.32 0.14
-0.17 -0.33 0.16
-0.25 -0.08 -0.70
0.10 0.19 0.26